# 1
{
  "formula": "C4H7N3O",
  "method": "ωB97M-V/def2-TZVPD",
  "e_homo_ev": -9.4,
  "gap_ev": 8.660,
  "e_above_lowest_kcal_mol": 141.7,
  "total_energy_ha": -395.92253,
  "mol_weight_g_mol": 113.12,
  "species": ["C", "C", "C", "C", "H", "H", "H", "H", "H", "H", "H", "N", "N", "N", "O"],
  "positions_angstrom": [[0.650387, -1.109086, 0.974288], [1.354812, -0.070281, 0.109559], [-1.443870, 1.060137, 0.106868], [-1.388304, -0.423103, -0.486152], [1.221743, -2.159741, 0.913155], [-0.479323, -1.229500, 0.587772], [0.610069, -0.587366, 2.042277], [2.924103, -0.095496, -1.220370], [1.440317, 1.924214, -0.113791], [-2.281071, 1.473631, 0.410391], [-0.411476, -0.525784, -1.210533], [2.386597, -0.622631, -0.529372], [0.725649, 1.088621, -0.178654], [-0.464378, 1.859879, 0.231943], [-2.074698, -1.478381, -0.287963]],
  "forces_ev_per_angstrom": [[-0.819, 0.112, 1.472], [1.688, -5.495, -1.383], [1.930, -3.022, -1.118], [0.017, -2.532, -1.347], [-1.352, 2.707, 0.341], [3.739, -0.400, 2.159], [-0.058, -1.640, -1.807], [-0.574, 0.579, 0.180], [-1.364, -2.523, -0.923], [-4.641, 1.493, 1.158], [-2.644, 0.478, 1.042], [-1.493, 1.679, 1.603], [2.858, 7.757, 0.055], [1.634, -4.206, -0.551], [1.078, 5.012, -0.882]],
  "lowdin_charge": [-0.0586, -0.5427, -0.0807, -0.2033, 0.1325, 0.0478, 0.1200, 0.0348, 0.1825, 0.0549, 0.1669, 0.0996, -0.0422, 0.1116, -0.0231]
}

# 2
{
  "formula": "C2H4N5",
  "method": "ωB97M-V/def2-TZVPD",
  "e_homo_ev": -16.5,
  "gap_ev": 7.556,
  "e_above_lowest_kcal_mol": 72.9,
  "total_energy_ha": -351.93068,
  "mol_weight_g_mol": 98.09,
  "charge": 1,
  "species": ["C", "C", "N", "N", "N", "N", "N", "H", "H", "H", "H"],
  "positions_angstrom": [[0.106529, 0.458773, 0.574044], [-0.601562, -0.961452, -1.237346], [-0.057682, 1.459462, 1.474682], [1.517376, 0.045109, 0.672703], [1.117990, 1.736330, 1.922426], [1.963098, 0.802728, 1.491259], [-0.804630, -0.011981, -0.232779], [-0.683111, -2.176549, -0.951521], [0.410997, -1.049510, -1.447297], [-1.255070, -0.799381, -2.159738], [-1.713937, 0.496472, -0.106434]],
  "forces_ev_per_angstrom": [[0.093, -1.882, -1.427], [-1.719, -4.393, -1.823], [0.470, 2.700, 1.428], [-1.382, -1.887, -2.146], [-5.583, 1.870, 0.653], [5.098, -1.714, 0.099], [0.290, 2.352, 2.815], [-0.760, 3.217, 0.025], [1.985, 0.619, -0.842], [0.944, -0.038, 1.483], [0.562, -0.844, -0.266]],
  "lowdin_charge": [-0.2464, -0.0260, 0.1502, 0.1654, 0.1287, 0.0281, 0.1536, 0.2107, 0.0661, 0.1480, 0.2216]
}

# 3
{
  "formula": "C18H34O3",
  "method": "ωB97M-V/def2-TZVPD",
  "e_homo_ev": -9.3,
  "gap_ev": 9.840,
  "e_above_lowest_kcal_mol": 387.3,
  "total_energy_ha": -931.41086,
  "mol_weight_g_mol": 298.47,
  "species": ["C", "C", "C", "C", "C", "C", "C", "C", "C", "C", "C", "C", "C", "O", "C", "C", "H", "C", "C", "C", "O", "O", "H", "H", "H", "H", "H", "H", "H", "H", "H", "H", "H", "H", "H", "H", "H", "H", "H", "H", "H", "H", "H", "H", "H", "H", "H", "H", "H", "H", "H", "H", "H", "H", "H"],
  "positions_angstrom": [[0.192933, -3.535293, -1.144842], [-0.268692, -2.862088, 0.007166], [-1.658291, -2.189040, -0.255845], [-2.223032, -1.482235, 0.940360], [-3.691535, -1.119036, 0.691243], [-3.999790, 0.055480, -0.166812], [-4.000881, 1.447372, 0.490182], [-2.564160, 2.088415, 0.672744], [-1.604893, 2.289149, -0.444943], [-0.141499, 2.658385, 0.150722], [0.713407, 3.327969, -0.940174], [1.182580, 2.040334, -1.879017], [2.428356, 1.015159, -1.188312], [3.217913, 1.835927, -0.312980], [2.453403, -0.290106, -1.539908], [3.650460, -1.024786, -0.792427], [3.961490, -1.989496, -1.540046], [3.580635, -1.607462, 0.583359], [3.787022, -0.386381, 1.535527], [2.350988, 0.269655, 1.952183], [1.252516, -0.108144, 1.324348], [2.425768, 1.374051, 2.788613], [1.700790, 1.867373, 2.812923], [3.892645, -0.903793, 2.726764], [4.431660, 0.433728, 1.129872], [2.772320, -2.095239, 0.595568], [4.459193, -2.431322, 0.649894], [4.604071, -0.141950, -1.003679], [2.296561, -0.402197, -2.386109], [1.609079, -0.772751, -0.903578], [1.729382, 2.423323, -2.763496], [0.447939, 1.234084, -2.157645], [0.293079, 3.876484, -1.595645], [1.614882, 3.507391, -0.546007], [0.233661, 1.815535, 0.723540], [-0.271954, 3.751315, 0.879127], [-1.422047, 1.336263, -1.073401], [-1.946937, 3.037841, -0.770786], [-2.147773, 1.412605, 1.538955], [-2.795189, 3.153508, 1.401207], [-4.189167, 2.171848, -0.299434], [-4.753633, 1.716378, 1.396728], [-3.314705, -0.007613, -0.991311], [-4.980796, -0.150173, -0.635916], [-4.143505, -0.493951, 1.741925], [-4.196980, -1.864983, 0.602238], [-2.131990, -2.183418, 1.905049], [-1.452651, -0.767166, 1.138457], [-1.769843, -1.566807, -1.231136], [-2.654731, -3.028091, -0.359464], [0.263828, -1.992952, 0.276910], [-0.441173, -3.529256, 0.779898], [-0.311980, -4.297685, -1.635566], [0.277836, -2.916634, -1.959654], [1.253426, -3.999526, -0.917365]],
  "forces_ev_per_angstrom": [[4.998, -2.302, -0.568], [-4.357, 2.255, -0.265], [-3.820, -3.004, -1.296], [0.445, -1.477, 1.664], [5.268, 11.404, 6.716], [-1.074, -0.050, -1.002], [0.511, 2.220, -0.808], [-1.167, -1.008, 7.469], [6.510, -10.596, 5.885], [-2.944, 4.925, 0.500], [1.184, -10.508, 1.956], [2.278, -1.925, 0.834], [0.563, 13.586, 5.060], [-4.008, -5.951, -5.075], [2.653, -3.566, 16.924], [4.340, -0.152, -6.369], [-0.793, 2.664, 1.733], [8.219, 4.042, -0.481], [-3.302, -1.840, 5.016], [-2.952, -0.076, -4.349], [4.959, 1.882, 3.879], [5.562, -5.752, -1.373], [-5.449, 2.997, -0.123], [0.983, 1.768, -3.235], [-0.295, -0.976, 0.960], [-6.615, -3.612, 1.206], [-1.809, 2.207, 0.176], [-2.447, -3.020, 1.081], [-2.228, -2.520, -14.266], [0.396, 1.065, -1.264], [-0.530, -0.287, 0.105], [0.152, 1.368, -0.001], [-3.115, 4.641, -3.813], [3.276, 1.935, 1.319], [0.498, 0.279, -0.166], [-0.121, -3.560, -1.233], [-0.855, 1.809, 0.602], [-4.226, 10.331, -6.597], [0.087, 1.218, -1.499], [0.901, -2.725, -2.621], [-1.740, -0.149, -0.477], [1.960, -1.181, -2.061], [0.452, 0.729, -0.767], [0.195, 0.380, 0.225], [1.263, -2.709, -1.944], [-5.941, -8.723, -1.451], [-0.374, 1.165, -2.103], [-0.297, 1.619, 0.576], [0.639, -0.895, 1.594], [3.226, 1.493, -0.549], [1.510, 0.520, 0.685], [0.027, -1.005, 2.003], [-1.762, -1.909, 0.200], [0.850, 2.123, -1.907], [-1.683, 0.854, -0.704]],
  "lowdin_charge": [-0.1465, -0.2862, -0.2155, -0.2507, -0.2001, -0.2493, -0.2197, -0.2598, -0.1915, -0.1514, -0.1413, -0.0389, -0.1787, -0.0987, -0.1509, -0.1825, 0.1563, -0.2266, -0.0675, -0.3256, -0.0406, 0.1356, 0.0330, 0.1912, 0.1087, 0.0068, 0.1671, 0.1859, 0.0065, 0.1697, 0.0972, 0.0897, 0.0361, 0.0441, 0.0623, 0.1801, 0.1416, -0.0137, 0.1118, 0.1799, 0.0816, 0.1557, 0.0811, 0.1203, 0.1821, -0.0120, 0.1592, 0.0724, 0.1301, 0.1796, 0.0618, 0.0967, 0.0572, 0.0418, 0.1245]
}

# 4
{
  "formula": "C7H14F3NO5SrY",
  "method": "ωB97M-V/def2-TZVPD",
  "e_homo_ev": -17.5,
  "gap_ev": 3.792,
  "total_energy_ha": -1073.65233,
  "mol_weight_g_mol": 425.71,
  "charge": 3,
  "species": ["Sr", "Y", "O", "H", "O", "H", "C", "O", "N", "C", "C", "H", "H", "H", "H", "H", "H", "H", "C", "C", "O", "C", "O", "C", "F", "F", "F", "H", "H", "H", "H", "H"],
  "positions_angstrom": [[-2.120951, 2.174859, 3.571718], [-1.075489, -1.621520, 3.564615], [-0.762666, 0.379626, 2.574563], [-0.366274, 0.543167, 1.696686], [-2.529581, -0.304093, 4.697804], [-2.766055, -0.331466, 5.645359], [-2.463434, 0.905168, -0.608773], [-2.474753, 1.992272, -1.173877], [-2.735627, -0.233050, -1.172724], [-3.147521, -1.417969, -0.434623], [-2.740123, -0.351359, -2.611617], [-2.264477, 0.760428, 0.464387], [-2.488477, -2.269030, -0.606235], [-4.113307, -1.844645, -0.705388], [-3.220768, -1.123919, 0.612408], [-2.148677, -1.160799, -3.039531], [-3.696284, -0.293626, -3.131739], [-2.207158, 0.524012, -2.982779], [1.155075, 1.597489, -0.184981], [2.003333, 0.405828, 0.344846], [3.120373, 0.349951, -0.542595], [4.320010, -0.367844, -0.324389], [4.791507, -0.767595, 0.755281], [5.168755, -0.714397, -1.583842], [4.432985, -0.386015, -2.693448], [6.381926, -0.159545, -1.537826], [5.427460, -1.944380, -1.496000], [0.918699, 1.615241, -1.248891], [1.644536, 2.478609, 0.229951], [0.209538, 1.585152, 0.357147], [1.448296, -0.516660, 0.174442], [2.299130, 0.496111, 1.390051]],
  "forces_ev_per_angstrom": [[-0.202, -0.221, -0.030], [-1.549, 3.758, 0.249], [-0.481, -2.141, 1.155], [0.190, -0.095, 0.053], [2.269, -0.968, -1.212], [-0.109, -0.246, -0.409], [-0.625, 2.830, -0.706], [0.750, -0.764, 1.309], [-0.849, -3.592, -1.138], [0.357, 0.017, -0.023], [0.694, 1.296, -1.721], [0.010, 0.239, 0.790], [0.520, 0.083, 0.163], [-0.321, 0.655, -0.232], [0.056, -0.226, 0.449], [-0.207, -0.538, 0.697], [-0.322, -0.277, 0.587], [-0.088, 0.163, 0.028], [0.695, -0.450, 1.862], [0.133, 0.153, -1.587], [2.130, -1.137, -0.094], [0.515, -0.188, 3.803], [-2.678, 1.650, -3.175], [-0.835, 2.836, -0.137], [1.382, -0.417, 0.787], [-0.772, 1.411, -0.488], [-0.432, -3.856, -0.604], [0.432, -0.046, 0.164], [0.030, 0.366, -0.833], [-0.660, -0.038, -0.003], [-0.137, -0.430, 0.236], [0.102, 0.174, 0.060]],
  "lowdin_charge": [1.8168, 2.1098, -0.5965, -0.0309, -0.5122, 0.0359, -0.4042, 0.0554, -0.1712, -0.0405, -0.0115, 0.0801, 0.0922, 0.1130, 0.0502, 0.1083, 0.1165, 0.0992, -0.0216, -0.2330, -0.0123, -0.2316, 0.1389, -0.5946, 0.1481, 0.1953, 0.2497, 0.1112, 0.0979, 0.0174, 0.1086, 0.1154]
}